#1
C6H18CuO10S | ωB97M-V with the def2-TZVPD basis set

Results
* HOMO (spin up / spin down): -12.93 / -12.53 eV
* net charge: +1
* spin multiplicity: 3
* orbital gap (spin up / spin down): 9.66 / 5.65 eV
* LUMO energy (spin up / spin down): -3.27 / -6.88 eV

Last column: Mulliken spin population.
Geometry (Å):
Cu (-21.2054, 9.8466, 10.0369)  0.90
S (-17.9938, 10.5990, 8.8789)  -0.10
O (-20.9706, 11.2700, 11.7701)  0.02
O (-23.3754, 10.5875, 9.4902)  0.00
O (-17.1047, 9.4409, 9.1801)  0.49
O (-22.6950, 8.7433, 11.5921)  0.01
O (-20.1030, 7.6432, 10.2058)  0.00
O (-21.7586, 8.6766, 8.1759)  0.02
O (-18.1135, 10.8755, 7.4273)  0.26
O (-19.3238, 10.2948, 9.3919)  0.03
O (-21.2708, 12.2242, 9.0570)  0.00
O (-17.3884, 11.7237, 9.5582)  0.38
C (-21.3081, 12.5974, 11.4014)  0.00
C (-20.2060, 7.0330, 8.8791)  0.00
C (-20.8620, 13.0127, 10.0631)  0.00
C (-24.0444, 8.8748, 11.2418)  0.00
C (-21.4911, 7.3036, 8.0915)  0.00
C (-24.2275, 10.2715, 10.5260)  0.00
H (-21.1769, 14.0321, 9.8398)  0.00
H (-20.9650, 12.6454, 8.2504)  0.00
H (-19.7745, 13.0861, 10.0670)  0.00
H (-21.3589, 6.9838, 7.0579)  0.00
H (-22.2502, 8.8776, 7.3762)  0.00
H (-22.1144, 6.6733, 8.7258)  0.00
H (-19.9648, 5.9717, 8.8201)  0.00
H (-25.2605, 10.1978, 10.1861)  0.00
H (-24.6253, 8.9883, 12.1572)  0.00
H (-22.3830, 12.7776, 11.3844)  0.00
H (-21.2191, 11.3474, 12.6942)  0.00
H (-24.4843, 8.1155, 10.5953)  0.00
H (-19.5526, 7.6257, 8.2389)  0.00
H (-23.9331, 10.8587, 8.7575)  0.00
H (-21.0756, 13.3025, 12.1994)  0.00
H (-24.1452, 11.0593, 11.2748)  0.00
H (-22.7330, 8.2486, 12.4138)  0.00
H (-19.4359, 7.0926, 10.6222)  0.00


#2
C6H18CuO10S | ωB97M-V with the def2-TZVPD basis set

Results
* HOMO (spin up / spin down): -13.74 / -13.67 eV
* net charge: +1
* spin multiplicity: 3
* orbital gap (spin up / spin down): 11.11 / 6.82 eV
* LUMO energy (spin up / spin down): -2.62 / -6.86 eV

Last column: Mulliken spin population.
Geometry (Å):
Cu (-0.0427, 0.3122, -0.3451)  0.79
S (-0.9500, 2.1692, -2.1127)  -0.10
O (-0.7605, 3.6104, -2.2685)  0.55
O (-2.2568, -0.0720, 1.1981)  0.00
O (-1.4668, -1.2102, -1.2622)  0.00
O (1.5218, -1.4321, -1.2264)  0.01
O (0.3195, 1.4717, -2.0672)  0.20
O (-1.7182, 1.6788, -3.1905)  0.42
O (0.1387, 1.9038, 1.3929)  0.00
O (-1.4913, 1.8233, -0.8287)  0.13
O (0.5690, -1.1688, 1.4024)  0.00
O (2.2973, 0.9541, -0.1068)  0.00
C (1.4465, -2.2749, 1.1114)  0.00
C (-2.8170, -1.3122, -0.7508)  0.00
C (1.3914, -2.6183, -0.4070)  0.00
C (-2.6882, -1.3638, 0.8091)  0.00
C (1.1755, 2.8517, 1.0352)  0.00
C (2.4575, 2.0972, 0.7453)  0.00
H (1.1770, -3.1638, 1.6818)  0.00
H (-3.6807, -1.5360, 1.2254)  0.00
H (-2.0625, -2.1407, 1.2485)  0.00
H (3.1920, 0.6586, -0.2904)  0.00
H (-2.9902, 0.5302, 1.0525)  0.00
H (0.8438, 3.4867, 0.2137)  0.00
H (0.5469, -3.2802, -0.5989)  0.00
H (1.1883, 3.5658, 1.8586)  0.00
H (1.6860, -1.7491, -2.1176)  0.00
H (-3.3816, -0.4405, -1.0816)  0.00
H (-1.3775, -1.8737, -1.9502)  0.00
H (-3.2727, -2.2429, -1.0886)  0.00
H (2.4638, -2.0008, 1.3907)  0.00
H (-0.5370, 2.4664, 1.7782)  0.00
H (3.0861, 2.8365, 0.2490)  0.00
H (2.1674, -3.3315, -0.6850)  0.00
H (2.9354, 1.8308, 1.6880)  0.00
H (0.8899, -1.0360, 2.2974)  0.00


Energy comparison, zero being the most stable, in eV: #1 1.578; #2 0.000.


#1
C6H11N | ωB97M-V with the def2-TZVPD basis set

Results
* HOMO (spin up / spin down): 0.15 / -2.03 eV
* net charge: -1
* spin multiplicity: 2
* orbital gap (spin up / spin down): 3.94 / 6.05 eV
* LUMO energy (spin up / spin down): 4.09 / 4.02 eV

Last column: Mulliken spin population.
Geometry (Å):
N (-1.4700, -0.3199, -1.0470)  0.00
C (3.4202, -0.5087, 0.2599)  0.50
C (-0.2698, 0.1396, -0.3712)  0.25
C (-2.5986, -0.6786, -0.2023)  0.04
C (-0.6321, 1.3858, 0.3950)  0.03
C (1.0089, -0.5286, -0.1669)  0.12
C (2.2368, 0.1697, 0.2748)  0.01
H (-1.5751, 0.0118, -1.9829)  0.02
H (-2.5311, -1.7697, 0.0004)  0.00
H (2.0485, 1.1852, 0.6840)  -0.02
H (-1.2879, 1.0779, 1.1904)  0.00
H (0.2298, 1.9619, 0.9018)  0.00
H (-2.4942, -0.2300, 0.8207)  0.00
H (-1.2895, 1.9167, -0.2636)  0.02
H (4.3033, 0.0369, 0.0402)  0.00
H (3.5236, -1.6438, 0.5388)  0.00
H (0.9354, -1.6504, -0.4556)  0.03
H (-3.5583, -0.5556, -0.6166)  -0.03


#2
C6H11N | ωB97M-V with the def2-TZVPD basis set

Results
* HOMO (spin up / spin down): 1.10 / -3.31 eV
* net charge: -1
* spin multiplicity: 2
* orbital gap (spin up / spin down): 3.09 / 7.45 eV
* LUMO energy (spin up / spin down): 4.19 / 4.14 eV

Last column: Mulliken spin population.
Geometry (Å):
N (-1.0615, -1.1008, -0.5019)  0.01
C (2.6092, 1.2699, 0.7008)  0.14
C (-0.3325, -0.2770, -1.3921)  0.24
C (0.5211, 0.9219, -0.6759)  0.83
C (1.8183, 0.6411, -0.4483)  0.17
C (-1.8453, -0.5082, 0.4980)  -0.06
C (-2.0673, -1.0512, 1.6609)  -0.02
H (2.5373, 2.3854, 0.6328)  -0.09
H (-0.8835, 0.0542, -2.2411)  -0.29
H (-0.7160, -2.0300, -0.4355)  0.00
H (-1.9713, 0.4825, 0.3591)  0.04
H (2.3177, 0.8064, 1.5973)  0.00
H (-1.4837, -1.8236, 2.1493)  0.01
H (3.7027, 1.1679, 0.5420)  0.02
H (2.2346, 0.1545, -1.3740)  0.09
H (0.5076, -0.7469, -1.8463)  0.02
H (-2.7992, -0.4233, 2.2134)  0.00
H (-0.2368, 1.6987, -0.1433)  -0.13


#3
C6H11N | ωB97M-V with the def2-TZVPD basis set

Results
* HOMO (spin up / spin down): 0.80 / -2.19 eV
* net charge: -1
* spin multiplicity: 2
* orbital gap (spin up / spin down): 3.64 / 6.56 eV
* LUMO energy (spin up / spin down): 4.44 / 4.37 eV

Last column: Mulliken spin population.
Geometry (Å):
N (-1.1501, 0.4622, -1.2086)  0.01
C (3.2769, 0.1866, -0.4994)  -0.07
C (-1.4644, -0.4729, 1.0359)  0.36
C (1.7809, 0.5674, -0.4569)  0.47
C (-2.9593, -0.5279, 0.9804)  -0.04
C (-0.6523, -0.0307, 0.0221)  0.02
C (0.8119, -0.1882, 0.1833)  0.10
H (3.4753, -0.7010, 0.0685)  0.00
H (-3.3405, -0.5945, 2.0695)  0.00
H (-3.3569, 0.3434, 0.3850)  0.01
H (-0.3617, 0.4969, -1.8864)  0.01
H (1.1306, -0.9984, 0.8292)  0.02
H (1.6045, 1.5198, -0.9028)  0.04
H (-1.1018, -1.0273, 1.8652)  -0.01
H (3.8138, 1.0147, -0.0570)  0.01
H (3.6922, 0.1168, -1.5523)  0.04
H (-1.8472, 1.1847, -1.2614)  0.00
H (-3.3520, -1.3517, 0.3853)  0.04


Energy comparison, zero being the most stable, in eV: #1 1.531; #2 2.255; #3 0.000.


#1
H2NOP | ωB97M-V with the def2-TZVPD basis set

Results
* HOMO: -10.38 eV
* structure (SMILES): NP=O
* spin multiplicity: 1
* orbital gap: 10.58 eV
* LUMO energy: 0.21 eV

Last column: Löwdin charge in e.
Geometry (Å):
P (2.0577, 0.5303, 0.0367)  0.70
O (2.7432, -0.7270, -0.0501)  -0.51
N (0.3735, 0.1115, -0.0057)  -0.22
H (-0.4476, 0.7027, -0.2117)  0.03
H (-0.1209, -0.7028, 0.1854)  -0.01


#2
H2NOP | ωB97M-V with the def2-TZVPD basis set

Results
* HOMO: -9.96 eV
* structure (SMILES): NP=O
* spin multiplicity: 1
* orbital gap: 10.65 eV
* LUMO energy: 0.69 eV

Last column: Löwdin charge in e.
Geometry (Å):
P (0.3477, -1.3962, -1.4920)  0.61
O (-0.8910, -1.5005, -2.2360)  -0.50
N (0.1259, -0.3093, -0.3630)  -0.22
H (-0.7519, 0.1289, -0.2266)  0.03
H (0.5861, -0.1030, 0.5541)  0.08


Energy comparison, zero being the most stable, in eV: #1 0.184; #2 0.000.


#1
C4H4O | ωB97M-V with the def2-TZVPD basis set

Results
* HOMO (spin up / spin down): -8.93 / -8.57 eV
* spin multiplicity: 1
* orbital gap (spin up / spin down): 8.13 / 7.93 eV
* LUMO energy (spin up / spin down): -0.80 / -0.63 eV

Last column: Löwdin charge in e.
Geometry (Å):
O (-1.1544, 1.2586, -0.0871)  -0.02
C (2.1101, 0.4859, -0.1391)  0.15
C (-2.0940, 0.2664, -0.0975)  -0.11
C (-0.4488, 0.1533, 0.3811)  -0.09
C (-1.2341, -0.8318, -0.2149)  0.00
H (-3.0612, 0.4232, 0.3551)  0.13
H (2.3321, 1.4913, 0.2441)  -0.07
H (2.6225, -0.2319, 0.5220)  -0.07
H (-1.3539, -1.8893, -0.1413)  0.09


#2
C4H4O | ωB97M-V with the def2-TZVPD basis set

Results
* HOMO: -9.42 eV
* structure (SMILES): C=C=O.C#C
* spin multiplicity: 1
* orbital gap: 10.34 eV
* LUMO energy: 0.91 eV

Last column: Löwdin charge in e.
Geometry (Å):
O (-2.2046, -1.2365, -0.2738)  0.16
C (1.1246, -1.2564, -0.7488)  0.00
C (-2.1172, -0.1301, 0.0618)  -0.32
C (1.3640, -1.6535, 0.3653)  0.00
C (-1.7958, 1.0531, 0.3930)  0.00
H (-2.2556, 1.8257, -0.2902)  0.09
H (0.6167, -1.0328, -1.6297)  0.01
H (-1.2753, 1.4343, 1.2250)  0.05
H (1.8187, -1.6017, 1.3104)  0.01


Energy comparison, zero being the most stable, in eV: #1 5.879; #2 0.000.